Arrangement A

One molecule with the formula C4H5N3O3S, computed with ωB97M-V with the def2-TZVPD basis set.

```
16
C4H5N3O3S, DFT ωB97M-V with the def2-TZVPD basis set
C 1.22 -0.47 -2.70
C 0.03 -1.12 -2.34
C 1.42 0.51 1.39
C -0.24 -0.68 0.07
N 2.27 -0.12 -2.95
N -0.56 -1.16 -1.21
N -2.84 -2.02 -2.69
O -0.52 -1.72 -3.38
O -4.01 -2.21 -2.64
O 0.91 0.20 0.13
S -1.65 -3.02 -3.08
H 0.82 1.07 2.05
H 2.26 1.28 1.13
H 1.84 -0.26 2.00
H -0.26 -1.67 0.67
H -1.18 0.04 0.46
```

Values from the calculation:
orbital gap = 0.3129 Ha
HOMO energy = -9.370 eV
SMILES string = COC/N=C(\C#N)OSN=O

***

Arrangement B

One molecule with the formula C4H5N3O3S, computed with ωB97M-V with the def2-TZVPD basis set.

```
16
C4H5N3O3S, DFT ωB97M-V with the def2-TZVPD basis set
C -0.93 -0.83 -1.16
C -0.13 1.13 -0.02
C 1.39 -0.60 -0.33
C 1.94 0.50 0.61
N -2.09 -0.63 -0.90
N -1.65 -0.46 1.67
N 0.12 -0.05 -0.72
O -3.75 0.60 0.58
O -1.21 1.60 0.05
O 0.90 1.45 0.72
S -2.44 0.09 0.62
H -0.66 -1.51 -1.97
H 2.03 -0.74 -1.15
H 1.42 -1.66 0.05
H 2.21 0.22 1.65
H 2.85 0.88 0.30
```

Values from the calculation:
orbital gap = 0.3464 Ha
HOMO energy = -9.478 eV

***

Relative to the most stable structure, the computed energies are arrangement A 1.892; arrangement B 0.000, all in eV.

***

Arrangement A

One molecule with the formula C3H8P2, computed with ωB97M-V with the def2-TZVPD basis set.

```
13
C3H8P2, DFT ωB97M-V with the def2-TZVPD basis set
C 2.13 -0.33 0.46
C -2.89 -0.16 0.12
C 1.66 0.51 -0.69
P -1.18 -0.71 -0.44
P -0.31 1.07 -0.07
H 1.88 0.06 1.40
H 1.65 -1.20 0.40
H 3.25 -0.55 0.47
H -2.71 0.10 1.15
H -3.34 0.78 -0.34
H -3.67 -0.91 0.00
H 1.13 0.07 -1.58
H 2.40 1.25 -0.87
```

Values from the calculation:
orbital gap = 0.2966 Ha
HOMO energy = -8.648 eV

***

Arrangement B

A 2-piece molecular cluster, C3H8P2 overall, computed with ωB97M-V with the def2-TZVPD basis set.

```
13
C3H8P2, DFT ωB97M-V with the def2-TZVPD basis set
C 0.42 1.60 0.60
C 1.13 2.66 0.89
C -1.44 -1.83 0.13
P -0.26 -0.22 -2.14
P -0.03 -2.00 -1.05
H 0.42 0.48 0.81
H 1.03 0.05 -2.21
H 1.15 3.58 0.44
H 1.76 2.60 1.78
H -1.22 -1.65 1.22
H -1.93 -2.76 0.08
H -2.19 -1.16 -0.28
H 1.16 -1.37 -0.27
```

Values from the calculation:
orbital gap (alpha / beta) = 0.2871 / 0.2905 Ha
HOMO energy (alpha / beta) = -8.709 / -7.844 eV

***

Arrangement C

One molecule with the formula C3H8P2, computed with ωB97M-V with the def2-TZVPD basis set.

```
13
C3H8P2, DFT ωB97M-V with the def2-TZVPD basis set
C 2.73 -0.50 -0.59
C -2.19 0.84 -1.12
C 0.45 -0.46 0.89
P -0.57 1.51 -1.79
P 1.14 0.20 -0.79
H 3.03 -0.51 0.50
H 3.44 -0.49 -1.42
H -2.48 1.06 -0.01
H -2.16 -0.24 -1.26
H -2.80 1.21 -1.89
H -0.63 -0.82 0.81
H 0.43 0.49 1.39
H 1.19 -1.17 0.99
```

Values from the calculation:
orbital gap = 0.2523 Ha
HOMO energy = -7.247 eV
SMILES string = C=P(C)=PC

***

Arrangement D

One molecule with the formula C3H8P2, computed with ωB97M-V with the def2-TZVPD basis set.

```
13
C3H8P2, DFT ωB97M-V with the def2-TZVPD basis set
C -0.47 -0.95 0.21
C -1.30 0.40 0.09
C 0.96 -0.64 -0.06
P -1.75 1.26 -1.45
P 2.03 0.23 1.05
H -0.59 -1.06 1.33
H -1.04 -1.76 -0.39
H -1.70 0.87 1.01
H 1.16 -0.72 -1.10
H -0.81 0.67 -2.30
H -1.18 2.72 -1.43
H 3.08 -0.62 0.91
H 1.60 -0.40 2.15
```

Values from the calculation:
orbital gap (alpha / beta) = 0.2813 / 0.2768 Ha
HOMO energy (alpha / beta) = -7.592 / -7.571 eV

***

Relative to the most stable structure, the computed energies are arrangement A 0.000; arrangement B 3.186; arrangement C 1.962; arrangement D 2.858, all in eV.

***

Arrangement A

One molecule with the formula C3H3IN2O, computed with ωB97M-V with the def2-TZVPD basis set.

```
10
C3H3IN2O, DFT ωB97M-V with the def2-TZVPD basis set
C 0.07 -1.17 -0.96
C 0.03 1.08 -0.17
C -0.01 -0.47 0.29
N 0.14 -1.80 -1.90
N 0.88 1.91 0.11
O 0.64 -0.90 1.40
I -2.37 -0.88 0.71
H -1.02 1.27 -0.62
H 0.69 2.80 -0.26
H 0.95 -1.84 1.39
```

Values from the calculation:
orbital gap = 0.3145 Ha
HOMO energy = -9.808 eV
SMILES string = [H]/N=C/[C@@](O)(I)C#N

***

Arrangement B

A 2-piece molecular cluster, C3H3IN2O overall, computed with ωB97M-V with the def2-TZVPD basis set.

```
10
C3H3IN2O, DFT ωB97M-V with the def2-TZVPD basis set
C 0.30 -0.73 0.60
C -0.61 0.14 -1.76
C 0.86 0.35 1.32
N -0.87 -1.13 0.43
N -1.73 -1.73 -0.03
O -1.45 -0.59 -2.07
I 0.37 1.59 -2.89
H 1.39 0.02 2.17
H 1.57 0.87 0.65
H 0.18 1.21 1.58
```

Values from the calculation:
orbital gap (alpha / beta) = 0.2731 / 0.2629 Ha
HOMO energy (alpha / beta) = -8.841 / -8.351 eV

***

Relative to the most stable structure, the computed energies are arrangement A 0.000; arrangement B 3.114, all in eV.

***

Arrangement A

A 6-piece molecular cluster, CH12O6 overall, computed with ωB97M-V with the def2-TZVPD basis set.

```
19
CH12O6, DFT ωB97M-V with the def2-TZVPD basis set
O 0.84 3.37 -0.90
C 0.00 4.14 -1.26
H -0.67 4.60 -0.52
H -0.11 4.40 -2.32
H 0.82 -0.09 1.24
H 1.91 0.40 2.18
O 0.95 0.28 2.13
H -2.17 -2.10 0.19
H -1.71 -1.02 1.25
O -1.68 -1.94 1.00
H -0.47 -3.47 0.55
H 0.86 -4.08 0.85
O 0.24 -3.99 0.13
H -1.57 1.61 -0.83
H -0.14 1.06 -0.65
O -1.07 0.83 -0.60
H 0.65 -2.28 -0.72
H 0.85 -1.18 -1.66
O 0.90 -1.34 -0.71
```

Values from the calculation:
orbital gap = 0.4036 Ha
HOMO energy = -10.660 eV
SMILES string = C=O.O.O.O.O.O

***

Arrangement B

A 6-piece molecular cluster, CH12O6 overall, computed with ωB97M-V with the def2-TZVPD basis set.

```
19
CH12O6, DFT ωB97M-V with the def2-TZVPD basis set
O -2.59 1.54 -1.43
C -1.57 1.96 -1.90
H -1.52 2.85 -2.54
H -0.61 1.45 -1.71
H 1.30 -2.43 0.22
H 1.26 -3.95 0.50
O 0.70 -3.18 0.36
H -0.64 1.33 2.99
H -1.20 0.40 1.93
O -0.51 1.07 2.07
H 1.86 1.75 0.31
H 0.46 1.23 0.40
O 1.05 1.73 -0.20
H -1.80 -1.82 0.29
H -2.00 -0.40 -0.31
O -2.08 -0.92 0.50
H 2.66 -0.38 0.10
H 2.41 -1.05 -1.22
O 2.82 -1.21 -0.36
```

Values from the calculation:
orbital gap = 0.3912 Ha
HOMO energy = -10.285 eV
SMILES string = C=O.O.O.O.O.O

***

Relative to the most stable structure, the computed energies are arrangement A 0.269; arrangement B 0.000, all in eV.

***

Arrangement A

An isolated ion of composition C7H16N and charge +1, computed with ωB97M-V with the def2-TZVPD basis set.

```
24
C7H16N, DFT ωB97M-V with the def2-TZVPD basis set
C -0.37 -1.68 1.85
C -0.07 -0.37 1.16
C 0.62 -0.51 -0.20
C -0.25 -0.06 -1.36
C -0.39 1.22 -1.70
C 0.21 2.40 -1.00
C -0.89 -1.14 -2.19
N 0.91 0.42 2.15
H 0.52 -2.27 2.03
H -1.00 -2.29 1.20
H -0.97 -1.54 2.76
H -0.93 0.27 1.14
H 1.56 0.04 -0.26
H 0.90 -1.56 -0.34
H -1.01 1.44 -2.56
H 0.83 2.97 -1.69
H 0.89 2.07 -0.21
H -0.53 3.11 -0.62
H -0.44 -1.35 -3.16
H -0.95 -2.08 -1.65
H -1.93 -0.87 -2.42
H 1.82 0.49 1.70
H 0.55 1.37 2.32
H 0.93 -0.07 3.04
```

Values from the calculation:
orbital gap = 0.3355 Ha
total charge = +1
HOMO energy = -12.556 eV
SMILES string = C/C=C(/C)C[C@@H](C)[NH3+]

***

Arrangement B

An isolated ion of composition C7H16N and charge +1, computed with ωB97M-V with the def2-TZVPD basis set.

```
24
C7H16N, DFT ωB97M-V with the def2-TZVPD basis set
C -1.70 0.48 0.11
C -0.41 0.86 0.06
C -2.53 -0.80 0.00
C -0.05 2.33 0.05
C 0.73 -0.80 -1.49
C 2.09 0.21 0.43
C 0.77 -0.25 -0.02
N 0.43 -1.34 1.01
H -2.28 1.39 0.21
H -2.82 -1.17 0.93
H -3.37 -0.64 -0.56
H -1.93 -1.63 -0.65
H 0.19 2.50 1.01
H 0.96 2.51 -0.60
H -0.94 3.02 -0.33
H 1.45 -0.17 -2.04
H 1.08 -1.93 -1.56
H -0.20 -0.72 -1.96
H 1.96 0.74 1.46
H 2.75 -0.71 0.56
H 2.61 0.91 -0.29
H -0.29 -1.90 0.47
H 0.17 -0.99 1.97
H 1.34 -1.89 1.26
```

Values from the calculation:
orbital gap = 0.3620 Ha
total charge = +1
HOMO energy = -13.190 eV
SMILES string = C/C=C(/C)C(C)(C)[NH3+]

***

Relative to the most stable structure, the computed energies are arrangement A 0.000; arrangement B 1.600, all in eV.